This record from the OMol25 dataset describes a structure of composition C4H6 at a distorted geometry. The level of theory is ωB97M-V/def2-TZVPD.

The geometry in XYZ format:
```
10
Properties=species:S:1:pos:R:3:forces:R:3
C 1.299 -0.776 -0.096 0.6 -0.4 0.6
C 0.055 -0.346 0.556 -0.5 0.9 -1.0
C -0.812 0.658 0.563 -0.2 -0.2 0.6
C -0.838 0.642 -0.832 0.6 -0.3 -0.5
H 1.833 0.021 -0.622 -0.1 0.2 0.0
H 1.102 -1.553 -0.815 -0.2 -0.3 -0.3
H 1.979 -1.225 0.636 0.0 0.1 0.0
H -1.570 0.978 1.254 0.0 0.1 0.5
H 0.010 0.924 -1.438 0.2 0.2 0.2
H -1.689 0.320 -1.407 -0.4 -0.3 0.0
```
Forces are in eV/Å.

Summary:
- LUMO energy: 0.9 eV
- Energy above the lowest of the compared OMol25 structures with the same formula, charge and spin: 299.1 kJ/mol
- 2S+1: 1

This record from the OMol25 dataset describes a structure of composition C4H6AgLiO at a distorted geometry. The level of theory is ωB97M-V/def2-TZVPD.

The geometry in XYZ format:
```
13
Properties=species:S:1:pos:R:3:forces:R:3
C 0.023 2.098 0.688 -0.1 -0.4 -0.1
C -0.411 0.822 0.752 0.5 0.5 0.6
H -0.543 2.921 1.136 0.2 -0.2 -0.1
H 0.922 2.363 0.122 -0.3 0.0 0.2
H -1.310 0.558 1.317 0.2 0.0 -0.3
H 0.171 0.008 0.311 -0.2 0.2 0.0
Li 1.117 1.203 2.682 0.1 0.0 0.1
O -3.986 1.009 -1.311 2.5 -5.8 -3.8
C -3.137 0.160 -1.868 -4.8 1.8 0.1
C -1.847 -0.012 -1.601 2.4 -0.3 0.4
Ag -3.980 2.534 -0.254 -0.2 3.9 2.6
H -1.084 -0.667 -2.016 -0.1 0.2 0.1
H -3.574 -0.477 -2.661 0.0 0.2 0.2
```
Forces are in eV/Å.

Summary:
- LUMO energy (alpha / beta): -8.0 / -9.9 eV
- Charge: +2
- 2S+1: 3

Number 1: DFT total energy -155.84875 a.u.. Number 2: DFT total energy -384.93302 a.u..